{"formula": "C2H5N2P", "method": "the ωB97M-V functional and the def2-TZVPD basis", "species": ["C", "C", "N", "P", "N", "H", "H", "H", "H", "H"], "coordinates": [[-0.0507, 1.0091, 0.2247], [0.2559, -0.0891, -0.7530], [-0.0071, -1.2918, 0.0733], [-1.1182, -1.0918, 1.3700], [-1.2168, 0.7668, 1.1070], [0.8573, 1.1023, 0.8845], [-0.3789, 1.8352, -0.3407], [-0.4100, -0.0806, -1.6115], [1.2795, -0.1920, -1.0532], [0.7891, -1.9679, 0.0990]], "forces_ev_per_angstrom": [[0.283, -0.154, 0.736], [-0.948, -1.200, 1.250], [0.447, -1.461, 1.028], [0.688, 5.791, -2.370], [0.685, -6.537, 0.905], [-0.730, 0.708, -0.616], [0.519, 1.726, -0.428], [-0.102, -0.042, -0.217], [0.551, 0.567, -0.379], [-1.394, 0.602, 0.091]], "relative_energy_kcal_mol": 29.06, "max_force_ha_per_bohr": 0.1290, "total_charge": 0, "smiles": "C1CNP=N1", "gap_ev": [7.8, 8.1]}